(1)
# C3H36N2O15

15 unconnected molecules or ions with the total composition C3H36N2O15 in a non-equilibrium geometry (ωB97M-V/def2-TZVPD, the OMol25 dataset).

Summary:
* multiplicity: 2
* HOMO-LUMO gap (alpha / beta): 2.260 / 9.673 eV
* energy relative to the best compared isomer or geometry (same formula, charge and spin): 0.0 kcal per mole
* total energy: -37386.9867 eV
* strongest force on any atom: 3.46 eV Å⁻¹
* net charge: -1

Structure (XYZ):
```
56
Properties=species:S:1:pos:R:3:forces:R:3
H 2.742 0.751 -2.750 -0.4 0.3 0.1
H 3.271 -0.275 -3.659 -0.1 -0.4 0.0
O 4.065 -2.645 0.849 0.0 -0.2 0.5
N 1.087 -0.486 1.113 0.0 0.4 -1.2
O -1.837 1.133 -3.248 0.8 -0.4 0.6
H -2.755 -1.237 1.976 -0.1 -0.3 0.4
H 3.520 3.574 -0.578 0.2 0.1 -0.3
O -0.144 -2.271 -3.184 -0.8 -0.8 -0.4
N -1.944 1.094 -0.028 -1.6 -1.4 0.2
O 0.572 -0.068 -1.020 -0.7 0.2 -0.4
O 1.113 -2.196 3.448 -0.6 0.0 0.1
H 4.564 -0.225 -1.720 0.0 0.2 0.1
H 0.346 3.708 -0.462 0.7 -0.2 0.0
H 3.765 -3.084 1.666 0.0 0.3 -0.6
H 3.574 -3.050 0.124 0.0 0.0 0.1
O -3.958 -2.441 0.472 -0.3 -1.1 -0.7
H -1.524 -0.307 1.538 0.2 0.3 0.6
H -1.197 0.593 -2.740 -0.3 -0.2 -0.2
O 3.331 1.788 1.517 -0.8 0.3 2.3
H -1.617 2.587 1.645 -0.6 0.2 1.0
H 2.831 1.958 0.712 1.5 -0.7 -0.5
H -1.693 -1.039 -0.103 0.1 0.5 0.7
O -2.957 -2.366 -2.954 0.0 0.7 -0.1
H 4.213 1.401 1.559 -0.5 0.1 -1.4
H -2.891 -1.394 -2.924 -0.2 -0.5 0.0
H -0.334 2.253 1.446 0.5 0.6 2.1
H -4.232 -1.144 2.042 0.6 -0.6 0.7
H -4.569 -2.608 -0.251 0.2 -0.2 -0.4
O 0.977 3.678 0.275 0.3 -0.2 0.2
C -1.320 -0.162 0.505 1.2 0.1 -3.3
H -1.706 1.233 -1.011 0.2 -0.3 0.3
H 0.308 -2.150 2.910 0.3 -0.3 -0.2
O -0.996 0.048 3.456 -1.1 0.7 1.6
H -1.589 0.117 4.246 0.8 -0.7 -0.9
H 1.826 3.263 -0.014 -1.5 0.4 -0.4
H -3.961 1.372 -0.722 -0.5 0.1 -0.4
H -3.541 -0.333 -0.126 -0.6 0.3 -0.4
C 0.191 -0.195 0.135 0.4 -0.2 0.6
H -2.049 -2.580 -3.224 0.1 -0.1 0.3
O 4.270 0.521 -1.175 0.6 -0.4 1.1
H 3.317 0.318 -1.060 0.8 0.0 -0.1
H -1.137 0.963 3.110 0.7 0.0 -0.4
H 2.088 -0.408 0.872 -0.9 -0.2 0.4
O -3.474 -1.459 2.580 -0.5 1.0 0.4
O -0.868 2.500 2.278 0.0 -0.6 -2.9
C -3.466 0.748 -0.006 2.9 0.9 1.1
H -1.197 1.684 -3.714 -0.2 0.3 -0.3
O 3.274 2.762 -1.044 -0.5 1.4 0.1
H 0.384 -1.770 -2.567 0.6 0.6 0.2
H -3.664 -3.324 0.778 -0.3 0.8 -0.2
H 4.106 2.300 -1.214 0.1 -0.6 -0.1
H 0.864 -1.551 4.115 0.3 0.2 0.3
O 2.720 -0.209 -2.857 -0.6 -0.4 -1.5
H 0.170 -2.117 -4.079 0.4 0.3 0.2
H -3.688 1.042 1.023 -0.8 -0.2 -0.2
H 0.813 -0.298 2.044 0.0 0.1 1.0
```
Positions in Å, forces in eV/Å.


(2)
# C2H15O8

7 unconnected molecules or ions with the total composition C2H15O8 in a non-equilibrium geometry (ωB97M-V/def2-TZVPD, the OMol25 dataset).

Summary:
* multiplicity: 1
* HOMO-LUMO gap: 9.481 eV
* energy relative to the best compared isomer or geometry (same formula, charge and spin): 0.0 kcal per mole
* total energy: -18699.7239 eV
* strongest force on any atom: 3.13 eV Å⁻¹
* net charge: -1

Structure (XYZ):
```
25
Properties=species:S:1:pos:R:3:forces:R:3
H 0.161 2.858 -2.109 0.2 -0.6 0.8
H 0.691 -1.248 0.579 0.9 0.4 -0.9
O -3.108 -1.150 0.175 -1.0 0.4 -0.4
O -1.066 -2.533 1.251 -1.3 -1.3 2.5
H -2.516 -0.863 -0.528 0.3 0.0 0.3
O 1.302 -0.963 -3.355 0.0 0.7 -0.4
C 0.000 1.770 -1.936 1.7 0.6 -1.7
O -0.143 0.136 -0.201 -0.6 -0.7 -0.3
H 0.874 1.303 -2.542 -1.7 0.7 0.7
O 0.628 2.150 0.314 0.5 -0.1 -0.6
C 0.175 1.295 -0.504 -0.1 1.8 0.9
H -0.953 -1.601 1.317 0.6 0.9 -0.7
H 2.093 -1.592 -0.081 0.8 1.1 -0.2
H 1.395 -1.823 -2.965 -0.1 -0.5 0.5
O -1.377 1.793 1.960 1.9 1.8 0.0
O 1.291 -1.940 0.258 -0.8 -2.0 0.6
H -0.978 1.633 -2.402 0.2 -0.9 0.2
H -0.829 -2.924 0.434 0.8 0.3 -1.3
H -2.592 -1.644 0.817 0.1 -0.3 -0.3
O 2.303 0.484 1.851 0.6 0.2 0.1
H 0.973 -0.371 -2.660 0.0 -0.6 0.0
H -0.984 0.957 1.728 -0.3 -1.0 -0.2
H 1.889 1.251 1.410 -0.3 -0.3 0.0
H -0.537 2.316 1.652 -2.1 -0.8 0.6
H 1.583 -0.106 2.073 -0.1 0.0 0.0
```
Positions in Å, forces in eV/Å.


> Among the records above, which one has the highest multiplicity?

C3H36N2O15


> What is the multiplicity in the second record?

1